Below is a cluster of 2 separate species, C6H15NO2 in total, with properties calculated with ωB97M-V/def2-TZVPD.

```
24
Properties=species:S:1:pos:R:3:lowdin_charge:R:1
C 1.661 0.129 -0.631 -0.30
C 2.010 1.404 -1.346 -0.05
C -0.051 -0.379 -1.086 -0.52
N -0.097 -1.758 -1.240 0.12
O 2.525 -0.946 -0.911 -0.05
O -0.699 0.369 -1.809 0.01
H 2.604 -1.017 -1.874 0.11
H 1.710 0.277 0.451 0.12
H -0.598 -2.082 -2.056 0.11
H 0.612 -2.291 -0.753 0.10
H 1.252 1.779 -2.039 0.08
H 2.934 1.336 -1.931 0.08
H 2.171 2.199 -0.614 0.08
C -1.061 -0.301 1.290 -0.32
C -2.513 -0.529 0.948 -0.11
C -0.821 0.989 2.045 -0.12
H -0.642 -1.168 1.809 0.11
H -0.066 -0.203 0.423 0.10
H -2.659 -1.471 0.417 0.07
H -2.902 0.298 0.348 0.08
H -3.117 -0.585 1.861 0.08
H 0.230 1.089 2.331 0.07
H -1.072 1.837 1.401 0.08
H -1.410 1.024 2.968 0.07
```

Calculated values
E_HOMO, eV: -8.60
Energy above the lowest of the compared OMol25 structures with the same formula, charge and spin, kJ/mol: 322.6
E_LUMO, eV: 0.819
Multiplicity: 1
F_max, eV Å⁻¹: 4.5

***

Below is a structure of composition C45H64Br3CoN6O6PSi, with properties calculated with ωB97M-V/def2-TZVPD.

```
127
Properties=species:S:1:pos:R:3:mulliken_spin:R:1
Co -0.059 1.097 0.008 1.36
Br 1.932 5.777 0.238 0.00
C 2.861 4.132 0.193 -0.01
C 4.261 4.137 0.134 0.00
C 4.962 2.964 0.133 -0.01
Br 6.858 3.026 0.097 0.00
C 4.287 1.722 0.180 0.00
C 4.920 0.462 0.257 -0.01
C 4.160 -0.666 0.355 0.00
C 2.759 -0.554 0.317 0.00
N 2.130 0.589 0.189 -0.01
C 2.874 1.734 0.177 -0.02
C 2.115 2.957 0.224 -0.03
O 0.844 2.899 0.301 0.02
H 4.786 5.082 0.107 0.00
H 6.000 0.408 0.264 0.00
H 4.615 -1.642 0.455 0.00
H 2.138 -1.434 0.414 -0.03
C -3.536 -1.420 -1.141 0.01
O -2.334 -1.714 -0.441 -0.01
C -2.079 -3.028 -0.165 0.00
C -3.016 -4.042 -0.269 0.01
C -2.637 -5.342 0.054 0.00
Br -3.940 -6.713 -0.033 0.00
C -1.348 -5.642 0.415 0.00
C -0.396 -4.621 0.490 -0.01
C -0.772 -3.307 0.255 0.02
O 0.185 -2.349 0.370 0.04
C 1.001 -5.010 0.750 0.00
N 1.356 -6.192 1.177 0.00
C 2.740 -6.161 1.199 0.00
C 3.650 -7.151 1.571 0.00
C 4.996 -6.858 1.479 0.00
C 5.446 -5.607 1.022 0.00
C 4.559 -4.615 0.653 0.00
C 3.205 -4.918 0.754 0.00
N 2.066 -4.189 0.496 0.00
H -4.412 -1.725 -0.564 0.00
H -3.546 -1.923 -2.111 0.00
H -3.543 -0.345 -1.291 -0.01
H -4.028 -3.841 -0.581 0.00
H -1.032 -6.654 0.619 0.00
H -0.103 -1.423 0.335 0.03
H 3.301 -8.115 1.916 0.00
H 5.725 -7.608 1.757 0.00
H 6.509 -5.418 0.961 0.00
H 4.904 -3.651 0.299 0.00
H 1.993 -3.273 0.083 0.00
C -5.447 1.891 0.138 0.00
C -4.508 1.357 1.200 0.00
O -3.254 2.029 1.301 -0.01
P -2.093 2.435 0.269 0.02
O -2.951 2.944 -0.988 0.00
C -2.533 4.036 -1.835 0.00
C -3.700 4.395 -2.721 0.00
O -1.700 3.852 0.886 -0.02
C -1.155 3.999 2.207 0.00
C -1.834 5.173 2.871 0.00
H -6.404 1.373 0.233 0.00
H -5.065 1.737 -0.868 0.00
H -5.612 2.959 0.270 0.00
H -4.329 0.292 1.060 0.00
H -4.963 1.481 2.183 0.00
H -1.678 3.718 -2.428 0.00
H -2.226 4.871 -1.208 0.00
H -4.013 3.534 -3.313 0.00
H -3.406 5.194 -3.403 0.00
H -4.548 4.740 -2.129 0.00
H -0.085 4.159 2.093 0.00
H -1.319 3.081 2.776 0.01
H -1.669 6.079 2.288 0.00
H -1.424 5.326 3.870 0.00
H -2.908 5.002 2.951 0.00
C -2.351 -2.017 4.302 0.00
C -2.888 -1.593 2.954 0.00
N -1.971 -0.649 2.331 -0.02
C -0.929 -0.012 2.934 -0.02
N -0.053 0.607 2.185 0.00
C 1.018 1.326 2.884 0.00
C 1.390 0.699 4.211 0.00
C 0.140 0.616 5.052 0.00
N -0.882 -0.091 4.300 0.00
C -1.930 -0.768 5.044 0.00
H -1.481 -2.665 4.171 0.00
H -3.111 -2.566 4.858 0.00
H -3.874 -1.134 3.088 0.00
H -3.012 -2.456 2.301 0.00
H -1.969 -0.574 1.324 0.04
H 0.727 2.367 3.043 0.00
H 1.889 1.350 2.244 0.01
H 2.151 1.297 4.714 0.00
H 1.791 -0.305 4.051 0.00
H -0.202 1.622 5.323 0.00
H 0.314 0.066 5.979 0.00
H -2.795 -0.110 5.198 0.00
H -1.527 -1.014 6.026 0.00
C -1.671 1.088 -3.314 -0.08
Si 0.078 0.779 -2.614 -0.01
C 0.561 -0.967 -3.384 -0.06
C 1.830 -1.578 -2.770 -0.07
C -0.557 -1.985 -3.138 -0.01
C 0.743 -0.895 -4.904 -0.01
C 1.171 2.223 -3.371 -0.06
C 2.664 1.877 -3.261 -0.04
C 0.895 2.560 -4.850 -0.01
C 0.899 3.544 -2.613 -0.04
H -1.627 1.604 -4.274 0.00
H -2.278 1.691 -2.644 0.02
H -2.206 0.155 -3.481 0.00
H 1.840 -1.461 -1.694 0.03
H 2.742 -1.127 -3.156 0.00
H 1.878 -2.652 -2.991 0.00
H -0.664 -2.211 -2.085 -0.01
H -0.307 -2.923 -3.648 0.00
H -1.526 -1.662 -3.519 0.00
H 1.673 -0.408 -5.183 0.00
H -0.082 -0.378 -5.400 0.00
H 0.780 -1.914 -5.307 0.00
H 2.940 1.062 -3.929 0.00
H 2.958 1.594 -2.251 0.01
H 3.268 2.747 -3.546 0.00
H 1.199 1.789 -5.547 0.00
H 1.465 3.463 -5.102 0.00
H -0.154 2.791 -5.035 0.00
H 0.559 3.417 -1.586 0.02
H 0.145 4.135 -3.140 0.00
H 1.807 4.155 -2.584 0.00
```

Calculated values
E_HOMO (spin up / spin down), eV: -7.22 / -6.79
E_LUMO (spin up / spin down), eV: -0.377 / 0.073
Multiplicity: 2
F_max, eV Å⁻¹: 0.7

***

Below is a cluster of 11 separate species, C38H66O27S3 in total, with properties calculated with ωB97M-V/def2-TZVPD.

```
134
Properties=species:S:1:pos:R:3:lowdin_charge:R:1
C 1.016 1.652 5.124 0.02
C 0.248 2.427 3.981 -0.28
C -0.977 1.753 3.473 -0.10
O -1.961 2.357 4.287 0.01
C -1.585 3.614 4.671 -0.48
O -2.329 4.471 5.234 0.08
O -0.283 3.609 4.520 0.11
H 1.798 2.299 5.522 0.08
H 1.380 0.704 4.727 0.05
H 0.411 1.479 6.014 0.09
H 0.925 2.592 3.143 0.13
H -1.038 0.681 3.662 0.12
H -1.327 2.033 2.480 0.12
C -1.059 -2.510 3.366 0.01
C -2.327 -1.821 3.947 -0.28
C -3.429 -2.743 4.524 -0.05
O -3.527 -2.381 5.918 0.07
C -2.646 -1.437 6.207 -0.54
O -2.446 -1.031 7.378 0.09
O -1.870 -1.165 5.133 0.03
H -0.461 -1.817 2.774 0.06
H -1.438 -3.192 2.605 0.08
H -0.480 -3.094 4.081 0.10
H -2.734 -0.952 3.430 0.14
H -3.114 -3.786 4.542 0.14
H -4.326 -2.532 3.941 0.13
C -5.440 0.642 5.111 0.01
C -5.815 1.117 3.708 -0.31
C -5.064 2.348 3.318 -0.13
O -4.561 2.055 2.070 0.06
C -4.942 0.820 1.654 -0.54
O -4.711 0.314 0.591 0.15
O -5.384 0.182 2.743 0.08
H -4.373 0.655 5.333 0.08
H -5.779 -0.372 5.320 0.09
H -5.848 1.374 5.808 0.10
H -6.892 1.233 3.584 0.16
H -4.201 2.506 3.964 0.11
H -5.648 3.268 3.288 0.15
C 4.290 -1.429 -3.316 -0.04
C 4.960 -2.557 -2.547 -0.31
C 6.412 -2.843 -2.966 -0.05
O 7.190 -2.525 -1.785 0.08
C 6.388 -2.191 -0.782 -0.49
O 6.710 -1.872 0.387 0.09
O 5.081 -2.186 -1.186 0.06
H 4.408 -1.553 -4.392 0.08
H 4.792 -0.474 -3.158 0.09
H 3.275 -1.196 -2.993 0.06
H 4.314 -3.434 -2.583 0.14
H 6.644 -2.316 -3.892 0.13
H 6.625 -3.908 -3.057 0.13
C -2.935 -1.540 -2.327 0.00
C -1.940 -2.398 -3.119 -0.29
C -1.380 -3.611 -2.358 -0.09
O -1.914 -4.691 -3.088 0.08
C -2.644 -4.302 -4.123 -0.58
O -3.151 -5.019 -4.949 0.14
O -2.733 -2.973 -4.151 0.08
H -3.204 -0.632 -2.866 0.09
H -2.554 -1.298 -1.335 0.06
H -3.836 -2.142 -2.209 0.10
H -1.085 -1.864 -3.535 0.14
H -1.667 -3.561 -1.307 0.13
H -0.298 -3.716 -2.441 0.13
C 2.907 5.450 -2.007 -0.01
C 2.098 5.485 -0.675 -0.28
C 1.000 4.405 -0.533 -0.05
O 1.261 3.798 0.746 0.06
C 2.425 4.211 1.189 -0.54
O 3.130 3.634 2.052 0.09
O 2.921 5.159 0.409 0.09
H 3.700 6.192 -1.915 0.08
H 2.239 5.697 -2.833 0.08
H 3.409 4.528 -2.301 0.08
H 1.731 6.480 -0.424 0.15
H 1.206 3.607 -1.247 0.11
H -0.011 4.807 -0.592 0.14
C -0.891 1.024 0.194 0.01
C -0.138 0.264 -0.880 -0.29
C 1.390 0.480 -0.956 -0.10
O 1.973 -0.774 -0.796 0.06
C 0.962 -1.633 -0.485 -0.52
O 1.154 -2.812 -0.276 0.11
O -0.264 -1.111 -0.645 0.07
H -0.721 0.554 1.163 0.08
H -1.963 0.994 0.001 0.08
H -0.583 2.068 0.264 0.07
H -0.497 0.371 -1.903 0.14
H 1.712 1.158 -0.165 0.12
H 1.745 0.996 -1.849 0.11
C -5.732 3.708 -3.195 -0.01
C -4.437 4.169 -2.515 -0.28
C -4.261 3.828 -1.054 -0.09
O -2.947 3.328 -1.000 0.08
C -2.409 3.281 -2.208 -0.58
O -1.273 2.968 -2.513 0.12
O -3.322 3.473 -3.148 0.10
H -5.571 3.924 -4.252 0.09
H -6.589 4.178 -2.713 0.09
H -5.891 2.633 -3.106 0.09
H -4.271 5.225 -2.727 0.15
H -4.905 3.046 -0.652 0.13
H -4.450 4.697 -0.423 0.14
C 3.079 -8.000 -1.962 -0.28
S 1.710 -6.942 -1.426 0.83
O 1.099 -7.700 -0.318 -0.56
C 2.749 -5.662 -0.530 -0.24
H 2.716 -9.019 -2.098 0.05
H 3.813 -8.175 -1.175 0.05
H 3.667 -7.666 -2.816 0.05
H 3.266 -5.075 -1.289 0.02
H 3.414 -5.986 0.270 0.06
H 2.002 -5.074 0.003 0.02
C 4.433 -0.113 1.815 -0.23
S 3.197 -0.846 2.948 0.86
O 1.893 -0.302 2.460 -0.58
C 3.281 -2.576 2.253 -0.22
H 5.413 -0.573 1.946 0.04
H 4.389 0.954 2.033 0.04
H 4.056 -0.336 0.817 0.04
H 4.234 -2.990 2.583 0.05
H 3.208 -2.644 1.167 0.03
H 2.550 -3.149 2.822 0.04
C 1.882 2.666 -4.623 -0.25
S 2.251 0.895 -4.970 0.83
O 0.980 0.091 -4.742 -0.56
C 2.464 1.061 -6.835 -0.24
H 2.668 3.364 -4.912 0.05
H 1.738 2.776 -3.548 0.01
H 1.017 3.005 -5.193 0.06
H 1.682 1.621 -7.348 0.05
H 2.457 0.123 -7.390 0.05
H 3.342 1.662 -7.070 0.04
```

Calculated values
E_HOMO, eV: -8.93
Energy above the lowest of the compared OMol25 structures with the same formula, charge and spin, kJ/mol: 242.8
E_LUMO, eV: -0.134
Multiplicity: 1
F_max, eV Å⁻¹: 5.5

***

Below is a cluster of 4 separate species, C19H38NO9S3 in total, with properties calculated with ωB97M-V/def2-TZVPD.

```
70
Properties=species:S:1:pos:R:3:lowdin_charge:R:1
C 7.205 -0.639 0.131 0.00
C 7.212 0.495 -0.992 -0.41
O 7.419 1.672 -0.601 0.04
O 6.986 0.232 -2.388 -0.10
C 5.592 0.701 -2.587 -0.15
C 4.694 -0.501 -3.209 -0.14
C 4.129 -1.482 -2.050 -0.19
C 2.870 -0.881 -1.263 -0.23
C 1.479 -1.659 -1.591 -0.23
S 0.148 -0.352 -1.354 0.58
O 0.604 0.433 -0.121 -0.45
O 0.234 0.501 -2.619 -0.45
N -1.389 -1.068 -1.186 -0.38
S -2.580 0.045 -0.688 0.31
O -3.839 -0.188 -1.521 -0.46
O -3.012 -0.126 0.761 -0.46
S -2.091 2.068 -0.957 0.52
H 6.509 -0.264 0.965 0.10
H 6.870 -1.658 -0.261 0.07
H 8.231 -0.769 0.623 0.09
H 5.578 1.622 -3.276 0.14
H 5.131 0.970 -1.574 0.13
H 5.425 -1.118 -3.846 0.09
H 3.835 -0.098 -3.858 0.13
H 4.987 -1.559 -1.281 0.08
H 3.961 -2.539 -2.449 0.11
H 2.708 0.207 -1.602 0.10
H 3.038 -0.867 -0.126 0.12
H 1.460 -2.098 -2.641 0.10
H 1.379 -2.472 -0.780 0.11
H -1.115 2.392 -0.001 -0.11
C -6.800 0.005 0.594 -0.17
C -7.559 1.304 0.441 -0.17
C -7.934 1.623 1.876 -0.22
O -6.899 1.080 2.706 -0.17
C -6.070 0.219 1.904 -0.19
H -6.126 -0.212 -0.237 0.10
H -7.505 -0.829 0.691 0.11
H -6.893 2.078 0.048 0.12
H -8.426 1.231 -0.219 0.11
H -8.878 1.142 2.158 0.11
H -8.023 2.698 2.057 0.11
H -5.115 0.727 1.745 0.10
H -5.884 -0.714 2.439 0.12
C 8.755 -4.195 -4.164 -0.18
C 9.253 -2.809 -4.510 -0.18
C 7.986 -1.983 -4.404 -0.21
O 7.165 -2.610 -3.409 -0.17
C 7.713 -3.899 -3.103 -0.20
H 9.539 -4.870 -3.814 0.11
H 8.279 -4.648 -5.040 0.12
H 9.979 -2.478 -3.760 0.12
H 9.724 -2.744 -5.493 0.11
H 7.430 -1.985 -5.348 0.12
H 8.183 -0.948 -4.118 0.11
H 8.166 -3.843 -2.107 0.12
H 6.913 -4.642 -3.080 0.12
C -8.224 2.309 5.385 -0.17
C -8.985 3.608 5.232 -0.18
C -9.359 3.926 6.667 -0.22
O -8.324 3.382 7.496 -0.15
C -7.495 2.524 6.696 -0.20
H -7.550 2.094 4.553 0.09
H -8.928 1.476 5.481 0.12
H -8.319 4.383 4.839 0.12
H -9.851 3.535 4.572 0.11
H -10.302 3.443 6.948 0.11
H -9.449 4.999 6.850 0.11
H -6.538 3.034 6.539 0.12
H -7.308 1.591 7.231 0.12
```

Calculated values
E_HOMO, eV: -5.73
E_LUMO, eV: 2.080
Multiplicity: 1
Net charge: -1
F_max, eV Å⁻¹: 5.4

***

Below is a cluster of 2 separate species, C5H14 in total, with properties calculated with ωB97M-V/def2-TZVPD.

```
19
Properties=species:S:1:pos:R:3:lowdin_charge:R:1
C 2.120 -0.111 -1.919 -0.14
C 2.596 0.252 -0.350 -0.12
H 1.085 -0.542 -2.098 0.05
H 2.184 0.791 -2.555 0.05
H 2.725 -0.922 -2.290 0.03
H 1.850 -0.152 0.417 0.04
H 2.671 1.370 -0.192 0.07
H 3.522 -0.330 -0.337 0.04
C -1.480 -0.345 1.279 -0.34
C -0.942 -0.426 -0.145 -0.16
C -2.684 0.620 1.525 -0.12
H -1.617 -1.416 1.568 0.10
H -0.634 0.019 1.922 0.10
H -1.360 -1.281 -0.799 0.10
H -3.339 0.451 0.686 0.05
H -2.910 0.359 2.638 0.10
H 0.140 -0.491 -0.077 0.00
H -1.387 0.482 -0.697 0.10
H -2.541 1.671 1.425 0.05
```

Calculated values
E_HOMO, eV: -10.67
Energy above the lowest of the compared OMol25 structures with the same formula, charge and spin, kJ/mol: 162.7
E_LUMO, eV: 1.150
Multiplicity: 1
F_max, eV Å⁻¹: 3.1

***

> Which of these has the highest multiplicity?

C45H64Br3CoN6O6PSi

***

> The lowest F_max belongs to which entry?

C45H64Br3CoN6O6PSi

***

Repeat the first record exactly.
Below is a cluster of 2 separate species, C6H15NO2 in total, with properties calculated with ωB97M-V/def2-TZVPD.

```
24
Properties=species:S:1:pos:R:3:lowdin_charge:R:1
C 1.661 0.129 -0.631 -0.30
C 2.010 1.404 -1.346 -0.05
C -0.051 -0.379 -1.086 -0.52
N -0.097 -1.758 -1.240 0.12
O 2.525 -0.946 -0.911 -0.05
O -0.699 0.369 -1.809 0.01
H 2.604 -1.017 -1.874 0.11
H 1.710 0.277 0.451 0.12
H -0.598 -2.082 -2.056 0.11
H 0.612 -2.291 -0.753 0.10
H 1.252 1.779 -2.039 0.08
H 2.934 1.336 -1.931 0.08
H 2.171 2.199 -0.614 0.08
C -1.061 -0.301 1.290 -0.32
C -2.513 -0.529 0.948 -0.11
C -0.821 0.989 2.045 -0.12
H -0.642 -1.168 1.809 0.11
H -0.066 -0.203 0.423 0.10
H -2.659 -1.471 0.417 0.07
H -2.902 0.298 0.348 0.08
H -3.117 -0.585 1.861 0.08
H 0.230 1.089 2.331 0.07
H -1.072 1.837 1.401 0.08
H -1.410 1.024 2.968 0.07
```

Calculated values
E_HOMO, eV: -8.60
Energy above the lowest of the compared OMol25 structures with the same formula, charge and spin, kJ/mol: 322.6
E_LUMO, eV: 0.819
Multiplicity: 1
F_max, eV Å⁻¹: 4.5